# 1
The following is a DFT calculation (wB97M-V/def2-TZVPD) of a molecular structure, C7H4Cl16F3O4S.

Values from the calculation:
**LUMO energy**: 1.7 eV
**HOMO level**: -5.14 eV
**Net charge**: -1

Each line ends with the Mulliken charge.
Element x y z (Å)
O: 1.23934 -0.94880 3.82079  -0.673
S: 1.01167 -1.64776 2.44624  0.925
O: 0.65649 -0.62282 1.30033  -0.464
O: 2.56577 -2.28198 1.99260  -0.629
C: -0.15179 -3.11465 2.49995  -0.610
C: -1.58764 -2.83901 3.24110  -0.159
O: -2.33033 -4.14189 3.19449  -0.540
C: -2.53761 -1.71180 2.52432  0.742
F: -3.92363 -1.88197 3.09877  -0.287
F: -2.61509 -2.04862 1.05543  -0.267
F: -2.11792 -0.30735 2.73549  -0.182
H: -0.33077 -3.46586 1.37419  0.268
H: 0.35952 -4.02902 3.05468  0.287
H: -1.46757 -2.54993 4.36850  0.361
H: -2.29787 -4.57525 4.10854  0.336
C: 6.07637 -2.33291 0.69921  0.338
Cl: 5.95237 -3.50514 2.03524  -0.098
Cl: 5.31722 -3.01463 -0.76137  -0.117
Cl: 5.24302 -0.82492 1.15303  -0.039
Cl: 7.79288 -1.98697 0.37004  -0.133
C: 0.67636 1.04208 -1.85076  0.304
Cl: 1.09113 1.91782 -3.34592  -0.145
Cl: -1.02356 0.51363 -1.92417  -0.049
Cl: 1.73428 -0.38176 -1.68359  -0.044
Cl: 0.90364 2.11866 -0.44942  -0.104
C: 0.37635 6.26208 -4.13077  0.288
Cl: 1.59756 7.16830 -3.20241  -0.107
Cl: -1.25342 6.73252 -3.58589  -0.109
Cl: 0.55298 6.63265 -5.86454  -0.115
Cl: 0.60838 4.51487 -3.87025  0.025
C: -4.42363 2.26208 -2.88075  0.279
Cl: -4.50374 1.43960 -4.45922  -0.106
Cl: -4.22852 1.05058 -1.58904  -0.053
Cl: -3.03519 3.37849 -2.86264  -0.002
Cl: -5.92707 3.17969 -2.61222  -0.120

Cartesian forces (eV/Å) of the 2 atoms listed first:
-2.075 -2.665 -3.495
7.783 3.641 -1.858

***

# 2
The following is a DFT calculation (wB97M-V/def2-TZVPD) of a molecular structure, C6H18FeO6.

Values from the calculation:
**Spin multiplicity**: 5
**LUMO energy (spin up / spin down)**: -6.1 / -6.3 eV
**HOMO level (spin up / spin down)**: -17.79 / -16.39 eV
**Net charge**: +2

Each line ends with the Mulliken charge.
Element x y z (Å)
Fe: -0.04020 0.06951 0.07215  1.225
C: 1.12795 -2.29422 -1.12410  -0.506
C: 1.13432 -2.59447 0.34191  -0.382
O: 0.21663 -1.69293 1.07324  -0.509
O: 1.23333 -0.86044 -1.36331  -0.444
H: 0.21185 -2.62445 -1.60670  0.228
H: 2.02888 -2.71816 -1.56850  0.470
H: 2.08482 -2.44950 0.86573  0.358
H: 0.95013 -3.66685 0.46562  0.422
H: 0.23061 -2.00193 1.98879  0.329
H: 2.13578 -0.56174 -1.51943  0.290
C: -0.05508 1.69400 2.54469  -0.408
C: 1.42295 1.34530 2.25611  -0.498
O: 1.63532 1.13492 0.85039  -0.444
O: -0.95703 0.97021 1.63839  -0.406
H: -0.31633 2.74949 2.46777  0.362
H: -0.32515 1.38313 3.55445  0.385
H: 1.58319 0.38563 2.74374  0.251
H: 2.11009 2.05258 2.70870  0.470
H: 2.07213 1.83830 0.35523  0.323
H: -1.86996 1.11691 1.91621  0.288
C: -1.98262 -0.03299 -2.17089  -0.618
C: -1.62700 1.44424 -1.99321  -0.394
O: -0.51915 1.73182 -1.06663  -0.478
O: -1.90571 -0.77843 -0.93193  -0.558
H: -1.22274 -0.45424 -2.83566  0.304
H: -2.94490 -0.05252 -2.67709  0.476
H: -2.49151 2.02019 -1.65879  0.381
H: -1.30086 1.82454 -2.96193  0.395
H: -0.29672 2.65304 -1.24596  0.335
H: -2.32303 -1.63095 -1.11898  0.353

Cartesian forces (eV/Å) of the 2 atoms listed first:
-0.137 0.344 -0.371
1.008 0.767 -0.165

***

# 3
The following is a DFT calculation (wB97M-V/def2-TZVPD) of 3 unconnected molecules or ions with the total composition C2HN3O2.

Values from the calculation:
**LUMO energy**: 0.4 eV
**HOMO level**: -11.52 eV

Each line ends with the Mulliken charge.
Element x y z (Å)
C: 1.15691 0.37515 -0.94689  -0.109
C: -3.50308 -0.06063 0.05340  0.680
N: 3.57000 0.07251 -0.06306  0.151
N: 4.55456 -0.40757 -0.14389  -0.181
N: 0.67300 0.19672 0.08678  -0.095
O: -2.76704 -0.88261 0.32674  -0.338
O: -4.18940 0.80097 -0.26987  -0.346
H: 0.50505 -0.09455 0.95680  0.237

Cartesian forces (eV/Å) of the 2 atoms listed first:
-0.201 0.328 -1.168
-0.469 1.194 -0.687

***

# 4
The following is a DFT calculation (wB97M-V/def2-TZVPD) of 2 unconnected molecules or ions with the total composition C5H11O2.

Values from the calculation:
**Spin multiplicity**: 2
**LUMO energy (spin up / spin down)**: 6.5 / 6.5 eV
**HOMO level (spin up / spin down)**: 3.66 / -1.80 eV
**Net charge**: -2

Each line ends with the Mulliken charge.
Element x y z (Å)
C: 1.03390 -1.28243 2.03062  -0.630
C: 2.36669 -1.91146 2.52545  0.489
O: 2.76916 -2.93453 1.93354  -0.717
O: 2.88825 -1.28898 3.48340  -0.734
H: 0.28361 -1.23652 2.81274  0.271
H: 0.61412 -1.75471 1.14043  0.204
H: 1.23692 -0.28672 1.64692  0.096
C: -1.59465 1.19613 -1.60235  -2.565
C: -0.56272 2.10440 -0.96763  -1.805
C: -1.09667 -0.23999 -1.72996  -1.799
H: -2.51860 1.19260 -1.01780  0.630
H: -1.82676 1.50369 -2.61015  1.083
H: 0.37905 2.20331 -1.51580  0.426
H: -0.20231 -0.30215 -2.35825  0.528
H: -0.86309 -0.66709 -0.76483  0.409
H: -0.23272 1.54984 -0.07429  0.210
H: -0.89906 3.10826 -0.72355  1.121
H: -1.77511 -0.95364 -2.20849  0.782

Cartesian forces (eV/Å) of the 2 atoms listed first:
0.204 -0.078 -0.891
-0.535 0.357 0.069

***

# 5
The following is a DFT calculation (wB97M-V/def2-TZVPD) of a single C23H29N3O3 molecule.

Values from the calculation:
**LUMO energy**: 0.8 eV
**HOMO level**: -7.28 eV
**Structure (SMILES)**: COc1ccc(N2CCN(C[C@H](O)c3c[nH]c4ccc(OC)cc34)C[C@H]2C)cc1

Each line ends with the Mulliken charge.
Element x y z (Å)
C: -7.75261 -2.73593 0.11354  -0.838
O: -6.92584 -2.23467 -0.90479  -0.458
C: -5.94717 -1.33987 -0.56129  0.805
C: -5.69012 -0.88474 0.72555  -0.358
C: -4.67473 0.02526 0.95253  -0.596
C: -3.86683 0.50296 -0.08153  0.389
N: -2.88967 1.45493 0.19870  0.184
C: -2.28475 2.21712 -0.86843  -1.420
C: -0.97956 1.59292 -1.37119  -0.588
N: -0.06388 1.47938 -0.24921  0.606
C: 1.27315 1.05695 -0.63464  -1.138
C: 2.29727 1.58702 0.39040  0.613
O: 2.08177 2.96401 0.59342  -0.682
C: 3.68853 1.34678 -0.09941  -0.105
C: 4.53104 2.26020 -0.66013  -0.577
N: 5.71147 1.66232 -1.00517  -0.010
C: 5.65219 0.33871 -0.66960  -0.931
C: 6.58170 -0.67842 -0.81334  -1.166
C: 6.24203 -1.94346 -0.37722  -0.507
C: 4.98971 -2.19844 0.19891  0.348
O: 4.59213 -3.43069 0.65252  -0.428
C: 5.48651 -4.50848 0.55257  -0.913
C: 4.05691 -1.18314 0.34285  -0.248
C: 4.38117 0.09733 -0.09228  1.067
C: -0.65139 0.62003 0.76391  -1.403
C: -1.96702 1.21461 1.29614  0.027
C: -1.71614 2.48905 2.10344  -1.556
C: -4.13979 0.03724 -1.37159  -0.185
C: -5.16048 -0.85939 -1.60470  -1.107
H: -8.44655 -3.41722 -0.37701  0.242
H: -7.17811 -3.28710 0.86622  0.330
H: -8.31871 -1.93672 0.60442  0.332
H: -6.28102 -1.21913 1.56411  0.370
H: -4.52244 0.38459 1.95916  0.448
H: -2.99838 2.33420 -1.68342  0.655
H: -2.05925 3.21422 -0.47665  0.347
H: -0.53257 2.24001 -2.12989  0.490
H: -1.18216 0.60682 -1.82502  0.325
H: 1.50929 1.50934 -1.60136  0.479
H: 1.36642 -0.03473 -0.73170  0.353
H: 2.16426 1.05003 1.34626  0.396
H: 1.12253 3.08654 0.53126  0.353
H: 4.36599 3.30667 -0.82235  0.478
H: 6.50342 2.12790 -1.41292  0.164
H: 7.55056 -0.49361 -1.25361  0.351
H: 6.96259 -2.73803 -0.48664  0.396
H: 4.96293 -5.36488 0.97571  0.248
H: 6.40320 -4.32960 1.12502  0.358
H: 5.74590 -4.72570 -0.48944  0.350
H: 3.10302 -1.40697 0.79266  0.531
H: 0.05081 0.51370 1.59210  0.619
H: -0.85691 -0.38664 0.35359  0.272
H: -2.41498 0.46798 1.95700  0.549
H: -1.11370 3.19533 1.54039  0.213
H: -1.18751 2.24546 3.02123  0.423
H: -2.66393 2.95685 2.35735  0.412
H: -3.54907 0.36478 -2.21266  0.286
H: -5.36125 -1.21371 -2.60375  0.404

Cartesian forces (eV/Å) of the 2 atoms listed first:
-0.116 -0.069 0.149
0.247 0.178 -0.183

***

# 6
The following is a DFT calculation (wB97M-V/def2-TZVPD) of 5 unconnected molecules or ions with the total composition C41H53IN6O12.

Values from the calculation:
**LUMO energy**: -1.1 eV
**HOMO level**: -9.16 eV
**Structure (SMILES)**: CCN(CCN(OC[C@@H](C)CC(C)C)C(=O)OC[C@@H](C)I)C(C)=O.O=[N+]([O-])c1ccccc1.O=[N+]([O-])c1ccccc1.O=[N+]([O-])c1ccccc1.O=[N+]([O-])c1ccccc1

Each line ends with the Mulliken charge.
Element x y z (Å)
C: -3.09096 4.24560 0.32612  -0.538
C: -2.54981 4.30676 1.87432  -0.476
N: -2.63618 3.00263 2.63546  0.387
C: -1.53519 2.03116 2.27170  -0.006
C: -0.15807 2.38644 3.08722  -1.445
N: 0.50978 1.21031 3.76472  0.644
O: 0.43077 0.07596 3.04742  -0.318
C: 1.54466 -0.06683 2.09706  -0.608
C: 0.92168 -0.91125 0.79492  1.044
C: 0.53768 0.21393 -0.33745  -1.187
C: 1.97942 -2.05394 0.28146  -0.999
C: 1.38555 -3.59189 0.29764  0.357
C: -0.07930 -3.76133 -0.42345  -0.896
C: 2.46910 -4.49573 -0.59615  -1.023
C: 0.07438 1.03176 5.20268  0.204
O: 0.45438 2.00272 6.07524  -0.657
O: -0.67091 -0.10742 5.76021  -0.370
C: -2.03423 0.44057 6.05281  0.339
C: -2.93389 -0.77254 6.72108  -0.509
C: -2.82209 -0.73527 8.38578  -0.923
I: -5.00918 -0.84349 5.99855  0.029
C: -4.01218 2.37673 2.58299  0.451
C: -4.57327 1.37741 1.38971  -0.822
O: -4.86784 2.60228 3.61551  -0.585
H: -4.27663 4.37043 0.38779  -0.014
H: -2.93132 3.16817 -0.15670  0.207
H: -2.71225 5.10878 -0.36747  0.316
H: -3.26913 5.07038 2.44409  0.297
H: -1.48618 4.81585 1.88878  0.305
H: -1.95648 0.94962 2.45687  0.479
H: -1.30593 2.19346 1.11507  -0.104
H: -0.46458 3.17354 3.92850  0.446
H: 0.64923 2.95918 2.42096  0.289
H: 1.91057 1.00532 1.78511  0.245
H: 2.37319 -0.72574 2.61444  0.251
H: -0.09430 -1.40807 1.17671  0.064
H: 1.45863 0.26258 -1.08966  0.382
H: -0.40347 -0.06340 -0.98906  0.214
H: 0.45528 1.30487 0.11918  0.225
H: 2.32593 -1.76877 -0.81701  0.258
H: 2.98315 -2.07182 0.92337  0.283
H: 1.33259 -4.00363 1.41359  0.230
H: -0.91324 -3.04307 -0.02489  0.266
H: -0.46071 -4.86533 -0.19311  0.310
H: -0.05512 -3.65233 -1.60140  0.136
H: 2.20376 -5.63726 -0.61904  0.296
H: 3.55865 -4.30293 -0.18895  0.324
H: 2.45528 -4.04905 -1.70264  0.182
H: -2.44383 0.80821 5.00139  -0.223
H: -1.95158 1.33226 6.83938  0.271
H: -2.43908 -1.80977 6.39865  0.392
H: -3.64396 0.03844 8.74341  0.308
H: -3.08999 -1.80823 8.81902  0.316
H: -1.72236 -0.40575 8.71225  0.275
H: -4.94657 2.10685 0.52147  0.210
H: -5.44462 0.67176 1.72454  0.330
H: -3.65168 0.75754 0.95279  0.222
O: -4.26017 6.87851 -0.45205  -0.557
N: -5.06846 7.81746 -0.39946  0.911
O: -5.04952 8.80232 -1.15160  -0.575
C: -6.11617 7.76086 0.62698  -0.028
C: -6.15243 6.68371 1.52319  0.169
C: -7.13673 6.64760 2.51276  -0.599
C: -8.07708 7.67518 2.60200  -0.368
C: -8.04501 8.74139 1.70157  -0.475
C: -7.06366 8.78991 0.70946  -0.365
H: -5.42679 5.87523 1.46694  0.217
H: -7.16915 5.81923 3.21724  0.426
H: -8.83923 7.64549 3.37882  0.374
H: -8.78314 9.53694 1.77574  0.367
H: -7.05019 9.62927 0.01734  0.432
O: 1.75277 -6.52691 -2.99454  -0.592
N: 0.62473 -6.31481 -3.46383  1.048
O: -0.43763 -6.55673 -2.87314  -0.594
C: 0.54213 -5.74276 -4.81305  0.036
C: 1.71801 -5.48829 -5.53229  -0.247
C: 1.63234 -4.96674 -6.82459  -0.397
C: 0.38450 -4.69842 -7.38943  -0.485
C: -0.78458 -4.94298 -6.66691  -0.445
C: -0.71166 -5.46711 -5.37476  -0.382
H: 2.69800 -5.69202 -5.10630  0.442
H: 2.53903 -4.77206 -7.39342  0.452
H: 0.32257 -4.29707 -8.39952  0.389
H: -1.75325 -4.72847 -7.11290  0.366
H: -1.63207 -5.65513 -4.82592  0.441
O: 2.85418 -5.07706 -9.19314  -0.593
N: 3.91811 -4.81217 -9.77245  0.940
O: 4.32747 -3.66416 -9.99726  -0.586
C: 4.74677 -5.93506 -10.22734  0.149
C: 4.30425 -7.24996 -10.02740  -0.177
C: 5.08530 -8.31342 -10.48391  -0.494
C: 6.29769 -8.06452 -11.12913  -0.389
C: 6.74095 -6.75433 -11.31757  -0.410
C: 5.96715 -5.68254 -10.86792  -0.417
H: 3.36186 -7.46059 -9.52650  0.440
H: 4.74729 -9.33735 -10.33944  0.360
H: 6.90054 -8.89683 -11.48835  0.366
H: 7.68837 -6.56858 -11.81870  0.363
H: 6.32498 -4.66718 -11.02528  0.415
O: 7.42459 3.61557 3.50633  -0.592
N: 6.43969 2.88768 3.70086  0.979
O: 6.20312 1.84515 3.07380  -0.588
C: 5.48640 3.29109 4.74152  0.052
C: 5.69492 4.48266 5.44966  -0.379
C: 4.77184 4.87348 6.42155  -0.352
C: 3.65503 4.07895 6.68537  -0.552
C: 3.45539 2.88749 5.98596  -0.112
C: 4.37015 2.48767 5.00973  -0.417
H: 6.56010 5.11292 5.25580  0.429
H: 4.92132 5.79995 6.97187  0.361
H: 2.93507 4.39068 7.44015  0.404
H: 2.58410 2.27222 6.19937  0.274
H: 4.19865 1.55801 4.47114  0.478

Cartesian forces (eV/Å) of the 2 atoms listed first:
-1.264 -0.648 0.074
-1.010 1.915 -0.356

***

Number 1: largest force on an atom 8.79 eV Å⁻¹. Number 2: largest force on an atom 1.78 eV Å⁻¹. Number 3: largest force on an atom 3.92 eV Å⁻¹. Number 4: largest force on an atom 1.26 eV Å⁻¹. Number 5: largest force on an atom 0.59 eV Å⁻¹. Number 6: largest force on an atom 8.43 eV Å⁻¹.